Entry 1:
Below is 4 unconnected molecules or ions with the total composition C29H48FN2O9S4 at a distorted geometry, with properties calculated with ωB97M-V/def2-TZVPD.

Each line ends with the Löwdin charge.
Cartesian coordinates (Å):
C: -4.682 -3.282 0.062  -0.06
C: -3.690 -2.046 -0.208  -0.27
O: -3.806 -1.536 -1.535  -0.17
C: -4.192 -0.159 -1.591  -0.20
C: -3.382 0.683 -2.701  -0.15
C: -2.129 -0.082 -3.294  -0.17
C: -0.993 -0.426 -2.255  -0.17
C: -0.238 0.829 -1.657  -0.11
C: -1.066 1.537 -0.503  -0.05
C: -1.664 0.701 0.583  0.06
N: -2.440 1.237 1.628  0.14
C: -2.679 2.631 1.669  -0.13
C: -3.603 3.111 2.867  -0.06
C: -5.092 2.648 2.517  -0.33
C: -5.418 1.232 3.151  -0.04
F: -6.052 3.639 2.843  -0.03
C: -2.101 3.570 0.664  0.12
C: -1.256 3.038 -0.478  0.03
C: -0.610 3.945 -1.566  -0.37
O: -1.199 4.632 -2.362  0.18
O: 0.821 3.975 -1.566  -0.10
N: 1.260 5.291 -1.385  0.03
C: 2.291 5.240 -0.610  -0.60
S: 3.323 5.685 0.576  0.76
H: -5.436 -2.985 0.858  0.07
H: -5.306 -3.515 -0.855  0.09
H: -4.130 -4.190 0.444  0.08
H: -3.897 -1.303 0.614  0.09
H: -2.636 -2.440 -0.023  0.12
H: -5.293 -0.114 -1.868  0.13
H: -4.083 0.413 -0.625  0.09
H: -3.149 1.737 -2.344  0.10
H: -4.117 0.821 -3.556  0.12
H: -1.690 0.567 -4.132  0.12
H: -2.528 -1.011 -3.809  0.13
H: -1.326 -1.068 -1.393  0.08
H: -0.213 -1.035 -2.812  0.13
H: 0.144 1.559 -2.423  0.11
H: 0.685 0.424 -1.127  0.12
H: -1.522 -0.414 0.597  0.14
H: -2.822 0.591 2.323  0.16
H: -3.282 2.520 3.769  0.12
H: -3.502 4.209 3.077  0.14
H: -5.128 2.562 1.384  0.14
H: -6.395 1.293 3.718  0.10
H: -5.571 0.452 2.341  0.08
H: -4.584 0.827 3.803  0.08
H: -2.296 4.674 0.709  0.14
C: 2.281 3.482 -5.292  -0.23
C: 3.099 3.182 -6.552  -0.21
C: 2.758 1.756 -6.993  -0.22
S: 1.090 1.441 -6.421  0.66
O: 1.133 0.400 -5.419  -0.34
O: 0.202 1.379 -7.556  -0.32
C: 0.865 3.011 -5.598  -0.23
H: 2.304 4.543 -5.037  0.12
H: 2.689 2.922 -4.445  0.12
H: 2.824 3.887 -7.341  0.12
H: 4.170 3.292 -6.374  0.12
H: 2.793 1.649 -8.076  0.11
H: 3.417 1.023 -6.526  0.11
H: 0.254 2.877 -4.705  0.09
H: 0.368 3.685 -6.296  0.11
C: 4.367 -2.907 -0.847  -0.22
C: 4.882 -1.850 0.135  -0.21
C: 3.665 -1.247 0.840  -0.22
S: 2.407 -2.523 0.845  0.68
O: 1.300 -2.084 0.022  -0.34
O: 2.218 -2.999 2.195  -0.32
C: 3.349 -3.732 -0.070  -0.22
H: 5.175 -3.529 -1.233  0.12
H: 3.882 -2.417 -1.697  0.12
H: 5.536 -2.326 0.871  0.12
H: 5.465 -1.079 -0.371  0.12
H: 3.893 -0.963 1.868  0.11
H: 3.271 -0.388 0.296  0.10
H: 2.685 -4.311 -0.710  0.11
H: 3.841 -4.386 0.652  0.11
C: 2.124 -3.174 7.530  -0.23
C: 1.513 -4.015 6.405  -0.22
C: 2.302 -3.713 5.127  -0.24
S: 3.948 -3.246 5.653  0.66
O: 4.165 -1.859 5.308  -0.33
O: 4.880 -4.284 5.281  -0.32
C: 3.632 -3.352 7.407  -0.23
H: 1.762 -3.486 8.511  0.12
H: 1.858 -2.122 7.390  0.12
H: 1.605 -5.077 6.652  0.12
H: 0.451 -3.802 6.272  0.11
H: 2.365 -4.584 4.477  0.10
H: 1.873 -2.874 4.581  0.08
H: 4.200 -2.586 7.933  0.11
H: 3.940 -4.344 7.741  0.11

Properties
Total charge: +1
2S+1: 1
HOMO level in hartree: -0.4341


Entry 2:
Below is a molecular structure, C29H48N6O5S2SiV at a distorted geometry, with properties calculated with ωB97M-V/def2-TZVPD.

Each line ends with the Löwdin charge.
Cartesian coordinates (Å):
V: 0.637 0.425 -0.563  0.44
C: 1.153 0.769 4.099  -0.02
C: 0.933 1.408 2.735  -0.59
C: 2.196 2.114 2.268  -0.03
C: -0.245 2.372 2.786  0.00
O: 0.669 0.370 1.745  -0.26
Si: -0.209 -1.046 1.922  -0.11
S: -0.157 -1.835 0.000  0.47
O: 0.384 -2.034 3.073  -0.15
C: 1.404 -3.030 3.145  -0.65
C: 1.621 -3.292 4.630  -0.02
C: 2.687 -2.516 2.503  -0.03
C: 0.913 -4.293 2.449  -0.04
O: -1.645 -0.519 2.479  -0.13
C: -2.819 -1.216 2.925  -0.63
C: -2.599 -1.673 4.362  -0.02
C: -3.949 -0.198 2.854  -0.02
C: -3.111 -2.396 2.008  -0.04
H: 1.407 1.545 4.824  0.10
H: 1.972 0.048 4.060  0.08
H: 0.255 0.255 4.447  0.08
H: 2.451 2.920 2.959  0.09
H: 2.051 2.544 1.276  0.07
H: 3.031 1.412 2.235  0.07
H: -0.080 3.107 3.577  0.10
H: -1.171 1.835 2.986  0.08
H: -0.344 2.914 1.847  0.07
H: 1.924 -2.371 5.131  0.08
H: 2.397 -4.046 4.783  0.09
H: 0.696 -3.646 5.089  0.09
H: 3.088 -1.668 3.062  0.08
H: 2.499 -2.183 1.481  0.03
H: 3.446 -3.301 2.482  0.09
H: -0.019 -4.635 2.906  0.09
H: 1.656 -5.087 2.547  0.09
H: 0.730 -4.103 1.390  0.04
H: -2.398 -0.812 5.003  0.09
H: -1.751 -2.356 4.423  0.07
H: -3.491 -2.181 4.737  0.09
H: -3.711 0.665 3.480  0.09
H: -4.882 -0.640 3.213  0.09
H: -4.085 0.137 1.825  0.07
H: -2.300 -3.129 2.042  0.07
H: -3.225 -2.053 0.979  0.08
H: -4.031 -2.894 2.323  0.09
O: 0.625 2.930 -0.696  0.00
C: -0.605 2.787 -0.600  -0.47
N: -1.169 1.562 -0.610  0.06
C: -2.535 1.674 -0.450  -0.41
O: -3.343 0.774 -0.442  0.09
C: -2.851 3.148 -0.321  -0.08
C: -4.048 3.805 -0.134  0.00
C: -4.005 5.196 -0.054  -0.07
C: -2.802 5.887 -0.160  -0.07
C: -1.597 5.213 -0.350  0.00
C: -1.654 3.837 -0.430  -0.10
H: -4.976 3.254 -0.050  0.12
H: -4.921 5.754 0.097  0.10
H: -2.807 6.967 -0.090  0.10
H: -0.656 5.742 -0.428  0.12
S: 3.210 -0.013 -0.390  0.71
C: 3.175 -1.089 -1.688  -0.80
N: 2.383 -2.200 -1.589  0.04
C: 2.252 -3.103 -2.561  -0.06
C: 2.981 -2.960 -3.706  -0.04
C: 3.797 -1.821 -3.766  -0.11
N: 3.901 -0.923 -2.816  0.08
H: 1.734 -2.230 -0.772  -0.03
H: 1.554 -3.907 -2.365  0.14
H: 2.924 -3.671 -4.515  0.11
H: 4.388 -1.636 -4.659  0.12
C: -1.231 -0.869 -3.292  -0.05
N: -0.287 -0.382 -4.285  -0.15
C: -0.103 -1.258 -5.427  -0.06
C: 0.674 0.520 -3.920  -0.41
N: 0.921 0.775 -2.678  0.08
N: 1.359 1.123 -4.960  -0.16
C: 2.530 1.915 -4.626  -0.06
C: 0.605 1.646 -6.094  -0.06
H: -2.158 -1.141 -3.801  0.10
H: -1.446 -0.099 -2.557  0.06
H: -0.853 -1.749 -2.763  0.05
H: 0.037 -2.291 -5.087  0.08
H: 0.772 -0.962 -6.000  0.08
H: -0.979 -1.238 -6.082  0.09
H: 1.472 1.624 -2.579  0.05
H: 3.158 1.384 -3.911  0.08
H: 2.262 2.897 -4.214  0.10
H: 3.104 2.080 -5.538  0.09
H: -0.359 1.155 -6.172  0.08
H: 1.159 1.490 -7.022  0.09
H: 0.431 2.721 -5.973  0.09

Properties
2S+1: 4
<S²>: 3.758
Relative energy (zero: lowest compared OMol25 entry of this formula, charge and spin) in kcal per mole: 8.50
HOMO level (alpha / beta) in hartree: -0.2567 / -0.3040


Entry 3:
Below is a molecular structure, C29H49AsHgN3OSSeSi, with properties calculated with ωB97M-V/def2-TZVPD.

Each line ends with the Löwdin charge.
Cartesian coordinates (Å):
Hg: 0.467 0.210 -0.877  0.96
N: 5.743 -0.094 4.242  0.00
C: 6.152 0.133 2.921  -0.87
S: 7.754 0.688 2.688  0.37
C: 5.195 -0.070 1.893  -0.28
C: 5.413 0.324 0.544  -0.07
C: 4.417 0.190 -0.391  -0.19
N: 3.200 -0.350 -0.162  -0.01
C: 3.028 -0.824 1.078  -0.22
C: 3.931 -0.702 2.110  -0.04
H: 6.532 -0.207 4.857  0.03
H: 5.033 -0.799 4.373  0.04
H: 6.371 0.745 0.271  0.06
H: 4.590 0.524 -1.412  0.09
H: 2.093 -1.344 1.231  0.05
H: 3.660 -1.113 3.076  0.08
C: -1.273 -3.083 -4.044  -0.23
As: -1.030 -1.201 -4.400  0.93
C: -2.366 -1.039 -5.822  -0.24
C: 0.538 -0.773 -5.433  -0.22
O: -1.463 -0.101 -3.250  -0.56
H: -0.766 -3.650 -4.826  0.03
H: -2.344 -3.273 -4.070  0.03
H: -0.861 -3.356 -3.079  0.01
H: -2.212 -1.780 -6.610  0.02
H: -2.315 -0.037 -6.246  0.02
H: -3.352 -1.179 -5.379  0.02
H: 0.751 -1.577 -6.137  0.03
H: 1.392 -0.611 -4.785  0.02
H: 0.298 0.142 -5.973  0.03
C: 1.367 2.063 -1.711  -0.27
C: 1.166 3.122 -0.708  -0.36
C: 0.114 4.045 -0.801  -0.09
C: -0.084 5.025 0.164  -0.13
C: 0.762 5.119 1.263  -0.13
C: 1.817 4.213 1.372  -0.11
C: 2.016 3.239 0.407  -0.06
H: 2.416 1.821 -1.864  0.01
H: 0.871 2.273 -2.658  0.02
H: -0.568 3.975 -1.643  0.10
H: -0.913 5.718 0.060  0.09
H: 0.600 5.875 2.023  0.08
H: 2.486 4.263 2.224  0.10
H: 2.834 2.529 0.515  0.10
C: -4.133 0.516 1.258  -0.11
C: -2.802 0.929 0.612  -0.62
C: -3.061 1.185 -0.882  -0.13
C: -2.390 2.289 1.193  -0.12
Si: -1.359 -0.365 0.836  0.73
C: -2.029 -2.164 0.509  -0.64
C: -0.826 -3.094 0.264  -0.12
C: -2.860 -2.181 -0.782  -0.12
C: -2.893 -2.766 1.627  -0.11
C: -0.751 -0.250 2.694  -0.61
C: 0.040 -1.492 3.138  -0.11
C: 0.215 0.946 2.811  -0.11
C: -1.885 -0.081 3.718  -0.11
H: -4.865 1.328 1.128  0.08
H: -4.037 0.322 2.328  0.05
H: -4.553 -0.378 0.789  0.06
H: -3.839 1.959 -0.982  0.08
H: -3.397 0.300 -1.417  0.05
H: -2.163 1.532 -1.393  0.04
H: -3.143 3.043 0.920  0.08
H: -1.432 2.622 0.788  0.05
H: -2.314 2.283 2.282  0.06
H: -0.230 -2.752 -0.586  0.03
H: -1.183 -4.111 0.042  0.08
H: -0.161 -3.155 1.128  0.06
H: -2.321 -1.706 -1.603  0.04
H: -3.815 -1.664 -0.660  0.06
H: -3.080 -3.223 -1.063  0.08
H: -2.331 -2.916 2.550  0.05
H: -3.268 -3.751 1.309  0.08
H: -3.760 -2.141 1.859  0.06
H: 0.860 -1.724 2.464  0.04
H: -0.589 -2.381 3.221  0.06
H: 0.477 -1.305 4.129  0.08
H: 1.110 0.789 2.203  0.05
H: 0.538 1.066 3.856  0.08
H: -0.231 1.888 2.485  0.05
H: -2.636 -0.873 3.632  0.06
H: -2.393 0.881 3.623  0.05
H: -1.467 -0.131 4.734  0.08
Se: 2.678 -3.873 -4.044  0.34
C: 1.753 -2.632 -3.135  -1.01
N: 1.066 -1.844 -2.614  -0.04

Properties
Total charge: -2
2S+1: 2
<S²>: 0.766
HOMO level (alpha / beta) in hartree: -0.0082 / -0.0817


no.,DFT total energy (eV)
1,-98304.0403
2,-105275.3388
3,-186460.0685